1.
This record from the Open Molecules 2025 dataset describes a molecular structure, C8H24O4RbS4 at a distorted geometry. The level of theory is ωB97M-V/def2-TZVPD.

Element x y z (Å)
Rb: 0.240 0.143 1.793
C: -1.505 4.251 -1.502
S: -1.627 2.377 -1.177
O: -0.892 2.086 0.111
C: -3.355 2.478 -0.654
H: -2.107 4.432 -2.393
H: -0.569 4.772 -1.701
H: -2.045 4.818 -0.744
H: -3.472 3.087 0.243
H: -3.679 1.451 -0.489
H: -3.987 2.918 -1.425
C: -3.893 -1.954 0.342
S: -2.250 -1.720 -0.324
O: -1.248 -1.974 0.813
C: -2.008 -3.269 -1.275
H: -4.700 -1.931 -0.391
H: -4.156 -1.136 1.013
H: -3.858 -2.854 0.956
H: -2.656 -4.096 -0.982
H: -0.942 -3.457 -1.149
H: -2.288 -3.039 -2.303
C: 1.933 3.475 1.295
S: 3.011 2.371 0.317
O: 2.414 0.963 0.249
C: 3.000 3.205 -1.324
H: 2.485 4.409 1.405
H: 1.701 3.140 2.306
H: 1.005 3.596 0.737
H: 3.937 2.892 -1.785
H: 3.005 4.290 -1.220
H: 2.163 2.832 -1.915
C: 2.066 -3.512 -0.053
S: 2.877 -2.816 1.482
O: 1.661 -2.303 2.313
C: 3.453 -4.490 2.069
H: 1.563 -2.745 -0.642
H: 1.253 -4.193 0.198
H: 2.892 -3.930 -0.628
H: 2.609 -5.137 2.311
H: 4.142 -4.369 2.904
H: 3.829 -5.061 1.220

* charge: +1
* HOMO level: -11.4 eV

=====

2.
This record from the Open Molecules 2025 dataset describes 4 unconnected molecules or ions with the total composition C8H24O8 at a distorted geometry. The level of theory is ωB97M-V/def2-TZVPD.

Element x y z (Å)
C: -2.477 -1.193 -3.152
C: -2.724 -0.403 -1.891
O: -2.236 -1.043 -0.731
O: -1.106 -1.122 -3.537
H: -3.080 -0.781 -3.967
H: -2.833 -2.214 -2.979
H: -3.788 -0.219 -1.734
H: -2.274 0.589 -2.057
H: -1.354 -1.377 -0.944
H: -1.058 -0.687 -4.386
C: -0.417 3.730 -2.230
C: -1.930 3.773 -2.105
O: -2.426 3.661 -0.785
O: 0.123 2.408 -2.105
H: 0.052 4.401 -1.500
H: -0.128 4.111 -3.218
H: -2.380 2.973 -2.700
H: -2.190 4.782 -2.421
H: -2.287 2.794 -0.388
H: 1.062 2.374 -2.296
C: 0.879 -0.099 0.959
C: 0.281 1.222 1.372
O: -0.813 1.603 0.562
O: 0.041 -1.221 1.271
H: 1.846 -0.263 1.445
H: 1.102 -0.112 -0.118
H: 1.088 1.966 1.402
H: -0.109 1.183 2.393
H: -0.488 2.023 -0.251
H: -0.879 -0.940 1.137
C: 3.466 -3.382 4.093
C: 2.569 -3.112 2.892
O: 1.383 -2.516 3.332
O: 4.766 -3.806 3.679
H: 3.003 -4.190 4.669
H: 3.523 -2.468 4.690
H: 2.445 -4.072 2.364
H: 3.103 -2.455 2.185
H: 0.946 -2.079 2.571
H: 5.297 -3.839 4.479

* HOMO level: -9.7 eV
* structure (SMILES): OCCO.OCCO.OCCO.OCCO

=====

3.
This record from the Open Molecules 2025 dataset describes 4 unconnected molecules or ions with the total composition C8H24O8 at a distorted geometry. The level of theory is ωB97M-V/def2-TZVPD.

Element x y z (Å)
C: -0.389 -1.457 -0.285
C: 0.835 -0.782 -0.916
O: 1.994 -1.611 -0.853
O: -0.054 -1.580 1.100
H: -0.572 -2.352 -0.882
H: -1.263 -0.815 -0.381
H: 1.110 0.106 -0.345
H: 0.687 -0.570 -1.979
H: 2.004 -2.244 -1.581
H: 0.842 -1.935 1.150
C: -2.026 1.096 1.685
C: -1.858 2.372 2.471
O: -1.733 3.497 1.637
O: -3.331 0.856 1.173
H: -1.595 0.185 2.102
H: -1.369 1.252 0.807
H: -0.960 2.196 3.077
H: -2.704 2.458 3.162
H: -1.703 4.308 2.148
H: -3.419 1.654 0.628
C: 0.846 -4.663 -0.632
C: 1.839 -5.776 -0.348
O: 1.593 -6.464 0.846
O: 0.989 -4.012 -1.891
H: 0.881 -3.895 0.143
H: -0.163 -5.078 -0.529
H: 2.880 -5.518 -0.545
H: 1.645 -6.481 -1.173
H: 0.802 -6.182 1.311
H: 0.544 -4.585 -2.525
C: 0.042 5.506 -0.812
C: 0.879 4.259 -0.518
O: 0.124 3.076 -0.747
O: -0.492 5.661 -2.116
H: 0.694 6.368 -0.653
H: -0.824 5.497 -0.142
H: 1.113 4.211 0.552
H: 1.839 4.305 -1.043
H: 0.686 2.326 -0.532
H: -0.413 4.809 -2.563

* HOMO level: -10.0 eV
* structure (SMILES): OCCO.OCCO.OCCO.OCCO

=====

4.
This record from the Open Molecules 2025 dataset describes a molecular structure, C8H25AlBCl3CsF6N2O4P2V at a distorted geometry. The level of theory is ωB97M-V/def2-TZVPD.

Element x y z (Å)
C: -4.737 -4.227 -1.138
P: -3.147 -4.422 -2.181
F: -2.569 -5.985 -2.009
P: -1.757 -3.003 -1.189
N: -2.036 -1.475 -2.111
O: -0.119 -3.532 -1.346
H: -4.514 -4.631 -0.095
H: -5.622 -4.691 -1.633
H: -4.867 -3.024 -1.032
H: -1.319 -0.771 -1.861
H: -2.993 -1.192 -1.831
H: 0.328 -3.524 -0.446
Cl: -5.729 -2.595 -2.252
Cs: -0.153 -1.183 -0.066
Cl: -1.385 -6.319 -0.101
C: -3.588 2.729 -2.070
O: -4.298 2.011 -1.062
H: -2.783 3.291 -1.603
H: -3.163 2.021 -2.795
H: -4.260 3.417 -2.575
H: -5.006 1.523 -1.506
C: 3.039 1.889 1.690
C: 3.480 2.815 2.811
N: 3.838 2.129 4.054
C: 4.010 3.039 5.182
C: 5.157 4.045 5.116
C: 4.840 1.095 3.937
C: 6.206 1.516 3.384
H: 2.187 1.279 2.002
H: 2.729 2.484 0.828
H: 3.848 1.225 1.352
H: 2.626 3.495 3.011
H: 4.302 3.446 2.445
H: 4.111 2.452 6.105
H: 3.078 3.595 5.307
H: 6.125 3.574 5.308
H: 5.020 4.810 5.883
H: 5.204 4.560 4.153
H: 4.440 0.292 3.299
H: 4.986 0.614 4.910
H: 6.124 2.189 2.524
H: 6.751 0.615 3.043
H: 6.829 1.990 4.141
Al: 6.754 -0.543 1.958
Cl: 1.231 4.789 2.527
B: -3.599 -2.570 -5.719
F: -4.372 -1.939 -6.729
F: -2.345 -2.967 -6.250
F: -3.391 -1.660 -4.644
F: -4.299 -3.721 -5.232
F: -4.967 3.966 -0.860
O: -5.041 -4.206 -8.513
V: -6.738 -4.273 -8.179
O: -8.448 -4.438 -7.941

* HOMO level: -6.9 eV

=====

5.
This record from the Open Molecules 2025 dataset describes a molecular structure, C8H25BN2OP2Sr at a distorted geometry. The level of theory is ωB97M-V/def2-TZVPD.

Element x y z (Å)
Sr: 1.061 0.001 1.809
H: 3.281 -0.048 -2.076
H: 0.256 -1.392 0.322
P: 0.162 -2.879 0.232
P: -0.129 2.474 0.538
C: 1.612 2.940 0.935
H: 1.609 4.031 1.018
H: 1.979 2.542 1.903
H: 2.302 2.653 0.128
C: -0.270 3.261 -1.130
H: -1.299 3.599 -1.264
H: 0.396 4.128 -1.139
H: -0.003 2.565 -1.930
C: -1.025 3.779 1.424
H: -1.073 3.571 2.493
H: -0.534 4.741 1.265
H: -2.039 3.830 1.023
C: 0.833 -3.288 -1.393
H: 0.787 -4.362 -1.623
H: 0.240 -2.743 -2.150
H: 1.878 -2.961 -1.451
C: 1.171 -3.390 1.647
H: 0.635 -3.152 2.584
H: 1.330 -4.471 1.593
H: 2.151 -2.881 1.618
C: -1.425 -3.740 0.302
H: -1.990 -3.603 -0.638
H: -1.275 -4.831 0.424
H: -2.035 -3.397 1.151
C: -1.616 -0.390 1.932
O: -2.591 -0.841 2.351
H: -2.936 -0.176 -2.105
H: -3.172 1.450 -2.357
H: -0.870 1.074 -4.042
H: -1.091 -0.804 -3.291
B: -1.619 0.312 -3.486
N: -2.842 0.572 -2.803
H: 3.143 -0.104 -2.795
N: 2.726 1.023 5.034
C: 2.285 0.909 3.949

* charge: +1
* HOMO level (spin up / spin down): -8.5 / -12.6 eV
* multiplicity: 2

=====

6.
This record from the Open Molecules 2025 dataset describes a molecular structure, C8H26BeN12O12 at a distorted geometry. The level of theory is ωB97M-V/def2-TZVPD.

Element x y z (Å)
Be: -2.479 2.231 -0.693
O: 0.294 -0.647 0.204
C: -0.666 0.168 -0.274
O: -0.423 0.932 -1.261
O: -1.804 0.089 0.218
H: 0.996 -0.484 -0.465
O: -4.041 -1.355 -1.885
C: -4.053 -0.213 -2.609
O: -3.900 -0.220 -3.820
O: -4.223 0.905 -1.970
H: -4.078 -1.060 -0.966
C: 0.894 1.660 3.339
O: 0.495 2.057 4.425
N: 0.418 0.575 2.663
N: 1.823 2.357 2.624
H: 0.752 0.342 1.740
H: -0.196 -0.015 3.198
H: 2.346 1.965 1.859
H: 2.238 3.205 2.968
C: 3.864 -1.168 -1.111
O: 2.694 -0.824 -0.954
N: 4.922 -0.328 -1.262
N: 4.214 -2.469 -1.308
H: 4.761 0.632 -1.008
H: 5.593 -0.630 -1.943
H: 3.459 -3.130 -1.362
H: 5.166 -2.726 -1.481
C: -0.089 -1.293 -4.328
O: -0.490 -1.940 -5.279
N: -0.780 -0.229 -3.814
N: 0.993 -1.647 -3.552
H: -1.619 -0.016 -4.330
H: -0.685 0.008 -2.833
H: 1.277 -1.049 -2.797
H: 1.451 -2.532 -3.648
C: -0.662 -3.336 2.615
O: -1.021 -4.179 3.428
N: -1.539 -2.786 1.745
N: 0.610 -2.858 2.542
H: -2.491 -3.093 1.852
H: -1.432 -1.979 1.153
H: 1.163 -3.121 3.337
H: 0.810 -2.168 1.841
C: 2.561 2.958 -0.776
O: 3.426 3.457 -0.050
N: 1.236 3.127 -0.577
N: 2.918 2.418 -1.971
H: 0.903 3.562 0.266
H: 0.568 2.574 -1.099
H: 2.212 1.990 -2.545
H: 3.869 2.538 -2.259
C: -4.042 1.185 2.327
O: -3.904 1.821 1.269
N: -3.563 -0.064 2.505
N: -4.511 1.783 3.455
H: -3.817 -0.579 3.325
H: -3.048 -0.339 1.678
H: -4.865 2.717 3.374
H: -4.506 1.220 4.283

* HOMO level: -9.2 eV

=====

Number 3 is which compound? C8H24O8